Density functional theory data (ωB97M-V/def2-TZVPD) for a 2-piece molecular cluster, C2H9NO3Si overall in a non-equilibrium geometry.

- HOMO energy (spin up / spin down): -8.6334 / -6.9307 eV
- Energy above the lowest of the compared OMol25 structures with the same formula, charge and spin: 356.60 kJ/mol
- HOMO-LUMO gap (spin up / spin down): 8.45 / 6.64 eV
- Lowest unoccupied orbital energy (spin up / spin down): -0.180 / -0.289 eV

Each line ends with the Löwdin charge.
Cartesian coordinates (Å):
1 C 0.95 -1.54 0.53  -0.24
2 C 2.14 0.08 -0.81  -0.23
3 N 0.86 -0.62 -0.63  -0.17
4 O -2.48 1.07 -1.15  -0.12
5 O -1.61 2.13 1.16  -0.09
6 O -2.28 -0.35 1.00  -0.13
7 Si -1.61 0.87 0.16  0.30
8 H 1.50 -2.52 0.37  0.08
9 H 1.50 -1.00 1.42  0.09
10 H -0.06 -1.85 0.97  0.05
11 H 2.03 0.97 -1.44  0.05
12 H 2.47 0.42 0.21  0.06
13 H 3.03 -0.50 -1.29  0.10
14 H -2.42 1.15 -2.15  0.12
15 H -1.93 2.98 0.93  0.05
16 H -2.06 -1.27 0.72  0.07